Entry 1:
{
  "formula": "C6H12N2",
  "method": "ωB97M-V with the def2-TZVPD basis set",
  "elements": ["C", "C", "H", "H", "H", "H", "H", "H", "C", "C", "C", "C", "N", "N", "H", "H", "H", "H", "H", "H"],
  "xyz": [[-0.30464, 2.59272, -0.64441], [-0.46523, 3.20804, -2.06635], [-1.20892, 2.02219, -0.41834], [0.64435, 2.07968, -0.60213], [-0.52208, 3.41764, 0.03566], [0.50647, 3.57043, -2.39653], [-1.11984, 4.08648, -1.99321], [-1.01667, 2.58945, -2.77692], [-1.25994, -1.43222, -0.02793], [1.38723, -3.31664, 1.36717], [-0.15170, -1.96677, 0.77659], [0.79978, -1.20037, 1.43741], [0.18976, -3.30166, 0.81661], [1.70795, -2.11013, 1.91005], [2.14248, -4.04809, 1.57933], [2.68226, -1.92676, 2.14631], [0.74544, -0.14707, 1.62805], [-1.97217, -2.27609, -0.13089], [-1.04599, -1.26182, -1.08643], [-1.73856, -0.57900, 0.44597]],
  "s2": 0.750,
  "multiplicity": 2,
  "charge": -1,
  "mol_weight_g_mol": 112.18,
  "lumo_ev": [3.4, 3.3]
}

=====

Entry 2:
{
  "formula": "C6H12N2",
  "method": "ωB97M-V with the def2-TZVPD basis set",
  "elements": ["C", "C", "C", "N", "C", "N", "H", "H", "H", "H", "H", "H", "C", "C", "H", "H", "H", "H", "H", "H"],
  "xyz": [[-2.55778, 0.23928, -0.41518], [-1.24899, -0.36740, -0.77339], [-0.66266, -1.55948, -0.67369], [0.58007, -1.37378, -1.26521], [0.56627, -0.08940, -1.88914], [-0.47490, 0.61238, -1.53811], [-2.60782, 0.81906, 0.44908], [-3.38166, -0.48252, -0.33765], [-2.71350, 0.89472, -1.28418], [-1.17185, -2.54033, -0.36639], [1.15136, -2.15383, -1.50739], [1.01424, 0.18485, -2.83274], [1.48617, 0.12881, 1.20894], [1.45619, 1.35106, 1.96004], [1.96572, -0.70537, 1.66814], [0.43624, -0.31172, 0.99624], [1.90843, 0.33643, 0.17205], [1.30667, 1.21407, 3.06590], [0.51484, 1.99186, 1.70057], [2.43296, 1.81132, 1.66213]],
  "mol_weight_g_mol": 112.18,
  "lumo_ev": 0.9,
  "smiles": "Cc1c[nH]cn1.CC"
}

=====

Entry 3:
{
  "formula": "C6H12N2",
  "method": "ωB97M-V with the def2-TZVPD basis set",
  "elements": ["C", "C", "C", "N", "C", "N", "H", "H", "H", "H", "H", "H", "C", "C", "H", "H", "H", "H", "H", "H"],
  "xyz": [[-0.75429, -0.41703, 1.60031], [0.25751, 0.55275, 2.05289], [1.61887, 0.39378, 2.36978], [2.12779, 1.67344, 2.43881], [1.14147, 2.50356, 2.03086], [-0.00278, 1.90953, 1.87533], [-1.42810, -0.76304, 2.36701], [-0.29446, -1.30069, 1.11839], [-1.37645, -0.04433, 0.78579], [2.33808, -0.39392, 2.52865], [3.05973, 2.03676, 2.55758], [1.31466, 3.56238, 2.10847], [-1.63129, -0.93799, -3.37953], [-0.35899, -1.47468, -2.63312], [-1.74330, -1.50036, -4.30392], [-2.52878, -1.27552, -2.84086], [-1.56931, 0.14943, -3.39773], [-0.15322, -0.77590, -1.80166], [0.50845, -1.43225, -3.26998], [-0.52559, -2.46592, -2.20707]],
  "mol_weight_g_mol": 112.18,
  "lumo_ev": 0.9,
  "smiles": "Cc1c[nH]cn1.CC"
}

=====

Entry 4:
{
  "formula": "C6H12N2",
  "method": "ωB97M-V with the def2-TZVPD basis set",
  "elements": ["C", "C", "C", "C", "C", "C", "H", "H", "H", "H", "H", "H", "H", "H", "H", "H", "H", "H", "N", "N"],
  "xyz": [[-0.33989, 1.04496, -1.32794], [0.38081, -0.45740, -1.47371], [0.37149, -1.45989, -0.18786], [1.12875, -1.11585, 1.02985], [0.05548, 0.01820, 1.11231], [-0.62717, 1.40811, 1.29427], [-0.92935, 1.21098, -2.27405], [0.58696, 1.67048, -1.13476], [1.35585, -0.28242, -1.82616], [-0.20853, -0.88861, -2.34491], [0.49449, -2.56203, -0.61418], [1.19723, -1.81876, 1.84534], [2.14264, -0.69939, 0.79615], [0.62743, 0.61377, 0.29414], [-1.50034, 1.58344, 1.97956], [0.28501, 2.17371, 1.53851], [-1.87473, 0.64749, -0.09904], [-1.05198, -1.59187, 1.21552], [-1.24266, 1.47195, -0.22672], [-0.85147, -0.96688, 0.40368]],
  "mol_weight_g_mol": 112.18,
  "lumo_ev": 0.9
}

=====

Entry 5:
{
  "formula": "C6H12N2",
  "method": "ωB97M-V with the def2-TZVPD basis set",
  "elements": ["C", "C", "C", "C", "C", "N", "C", "N", "H", "H", "H", "H", "H", "H", "H", "H", "H", "H", "H", "H"],
  "xyz": [[-0.26503, 2.10150, 1.30874], [-1.14764, 0.79795, -1.46626], [1.68988, -2.09870, -0.00952], [0.13089, 0.77589, 0.74967], [-0.52491, 0.02767, -0.32802], [-1.25780, -1.18273, -0.07464], [1.34408, -0.64937, -0.11528], [1.23265, 0.13269, 1.04183], [-2.25189, -0.98738, 0.01145], [-0.92830, -1.65918, 0.75562], [1.72480, -0.13156, -0.98939], [0.29692, 2.28889, 2.22355], [-0.03398, 2.90528, 0.60284], [-1.33501, 2.14596, 1.52427], [-2.17898, 1.09036, -1.22852], [-1.18691, 0.17493, -2.36027], [-0.58932, 1.70669, -1.68819], [1.73736, -2.40886, 1.03554], [0.90741, -2.69642, -0.49281], [2.63578, -2.33361, -0.50061]],
  "mol_weight_g_mol": 112.18,
  "lumo_ev": 1.0
}

=====

Entry 6:
{
  "formula": "C6H12N2",
  "method": "ωB97M-V with the def2-TZVPD basis set",
  "elements": ["C", "C", "C", "C", "C", "C", "N", "N", "H", "H", "H", "H", "H", "H", "H", "H", "H", "H", "H", "H"],
  "xyz": [[-0.14844, 1.10217, -0.34751], [1.19952, 1.02854, -0.28770], [-0.97199, -0.06976, 0.17055], [-1.36348, -0.98626, -1.00139], [-2.24771, 0.54921, 0.80021], [2.99905, -0.53766, 0.05232], [-0.24550, -0.82056, 1.10741], [1.87019, 0.19849, 0.48837], [-0.66140, 1.93041, -0.80422], [1.75269, 1.70214, -0.94572], [-2.06918, -0.49287, -1.66414], [-1.80489, -1.89916, -0.60933], [-0.47493, -1.25270, -1.56692], [-2.79910, 1.11554, 0.05352], [-1.98502, 1.20710, 1.62528], [-2.87628, -0.25587, 1.17312], [3.62766, 0.04656, -0.63306], [3.57998, -0.84235, 0.92301], [2.68486, -1.43835, -0.48742], [-0.06604, -0.28463, 1.95362]],
  "mol_weight_g_mol": 112.18,
  "lumo_ev": [0.2, -0.6]
}

=====

Number 4 is which compound?
C6H12N2